The following is a quantum chemistry calculation of a 6-piece molecular cluster, C18H44BFN6O9S overall at a distorted geometry, from the OMol25 dataset.

Element x y z (Å)
1 C -1.884 2.484 -5.567
2 C -2.181 0.959 -5.526
3 C -2.327 0.453 -4.076
4 F -3.390 1.146 -3.453
5 O -2.624 -0.928 -4.113
6 S -2.861 -1.756 -2.678
7 O -2.144 -3.025 -2.904
8 O -2.089 -0.925 -1.504
9 B -0.757 -1.317 -1.157
10 N 0.323 -1.170 -2.127
11 O -0.624 -1.818 0.146
12 H -1.981 2.925 -4.558
13 H -2.611 2.983 -6.233
14 H -0.850 2.679 -5.884
15 H -3.074 0.693 -6.111
16 H -1.309 0.440 -5.955
17 H -1.398 0.658 -3.508
18 H 1.040 -1.879 -2.012
19 H 0.740 -0.241 -2.144
20 H 0.023 -1.278 0.645
21 C 2.075 2.425 -3.765
22 O 1.163 2.251 -4.558
23 N 1.931 2.721 -2.468
24 C 3.078 2.921 -1.598
25 C 0.592 2.836 -1.920
26 H 3.132 2.328 -4.066
27 H 3.054 2.183 -0.806
28 H 3.044 3.915 -1.160
29 H 4.000 2.802 -2.166
30 H 0.050 1.897 -2.048
31 H 0.040 3.621 -2.439
32 H 0.655 3.074 -0.862
33 C 1.098 0.597 2.683
34 O 0.555 0.584 1.580
35 N 0.441 0.772 3.846
36 C 1.136 0.780 5.119
37 C -1.001 0.952 3.818
38 H 2.181 0.470 2.809
39 H 0.759 -0.022 5.756
40 H 0.985 1.736 5.624
41 H 2.201 0.627 4.957
42 H -1.480 0.085 3.361
43 H -1.259 1.830 3.225
44 H -1.371 1.076 4.834
45 C 4.032 -2.439 2.419
46 O 3.338 -1.604 2.976
47 N 3.560 -3.488 1.719
48 C 4.441 -4.448 1.084
49 C 2.121 -3.659 1.598
50 H 5.134 -2.400 2.451
51 H 4.267 -4.464 0.007
52 H 4.260 -5.447 1.486
53 H 5.480 -4.179 1.268
54 H 1.681 -2.789 1.113
55 H 1.669 -3.764 2.585
56 H 1.907 -4.546 1.007
57 C -2.763 -5.123 1.025
58 O -2.533 -5.369 2.196
59 N -3.834 -5.585 0.343
60 C -4.054 -5.262 -1.054
61 C -4.786 -6.431 1.039
62 H -2.100 -4.487 0.414
63 H -5.005 -4.736 -1.167
64 H -4.077 -6.176 -1.651
65 H -3.253 -4.623 -1.420
66 H -5.210 -5.898 1.891
67 H -4.290 -7.327 1.415
68 H -5.583 -6.717 0.356
69 C 1.618 4.740 1.350
70 O 2.164 5.087 0.316
71 N 0.799 5.518 2.085
72 C 0.176 5.045 3.305
73 C 0.538 6.875 1.631
74 H 1.753 3.725 1.774
75 H -0.911 5.084 3.213
76 H 0.482 5.666 4.150
77 H 0.474 4.016 3.500
78 H 0.087 6.857 0.639
79 H 1.471 7.435 1.570
80 H -0.136 7.366 2.329

Its HOMO energy is -8.91 eV. The gap between HOMO and LUMO comes out at 0.34196 Eh. As for the net charge: 0.